Entry 1:
DFT (ωB97M-V with the def2-TZVPD basis set) results for the molecule C5H8N2.

Last column: Mulliken charge in e.
Element x y z (Å)
1 H -0.210 2.520 2.120  0.25
2 C -0.116 0.783 -0.328  -0.72
3 N 0.156 -0.425 1.504  0.02
4 C 0.512 -1.230 0.449  -0.84
5 H 0.841 -2.248 0.608  0.38
6 H 0.857 -0.295 -2.797  0.31
7 C 0.334 -0.514 -0.711  0.86
8 H 0.092 -0.694 2.472  0.22
9 C -0.250 0.797 1.038  0.08
10 H -0.328 1.609 -0.997  0.38
11 C 0.375 -1.012 -2.124  -1.18
12 H -0.653 -1.148 -2.482  0.24
13 N -0.820 1.732 1.936  -0.59
14 H 0.886 -1.974 -2.219  0.33
15 H -1.674 2.100 1.531  0.27

The SMILES is Cc1c[nH]c(N)c1. Its net charge is 0. The spin multiplicity is 1. Its total energy is -8294.8479 eV. The value obtained for the molar mass is 96.13 g/mol. The HOMO energy is -7.88 eV. For the orbital gap, the calculation gives 8.923 eV.

=====

Entry 2:
DFT (ωB97M-V with the def2-TZVPD basis set) results for a structure of composition C17H20BBrCl3N2O3.

Last column: Mulliken charge in e.
Element x y z (Å)
1 H 1.791 3.324 2.783  0.30
2 H 1.216 1.063 1.002  0.09
3 H 2.896 -3.736 -1.615  0.43
4 H -3.529 5.157 0.746  0.33
5 C 0.678 1.820 1.591  0.96
6 H 2.806 -1.253 -1.479  0.37
7 C 2.693 -1.863 -0.588  -0.35
8 H 2.660 2.732 1.372  0.33
9 Cl 0.440 1.113 3.254  -0.27
10 C 0.319 -4.532 -4.695  -0.57
11 H -4.278 4.376 2.197  0.23
12 O -3.874 0.444 3.933  -0.47
13 C 2.745 -3.245 -0.665  -0.27
14 C 2.598 -3.971 0.506  -0.26
15 C 1.654 3.027 1.732  -1.33
16 C 0.403 -2.213 -5.246  -0.51
17 H -0.865 1.243 0.199  0.20
18 H -2.010 0.176 2.296  0.33
19 O -3.016 3.179 0.925  -0.70
20 C -2.153 4.617 2.469  0.50
21 Br -0.851 5.573 1.270  -0.24
22 H -1.151 -3.540 -5.908  0.36
23 N 2.123 -3.177 -3.878  -0.44
24 H 0.002 -1.334 -5.734  0.35
25 H 2.633 -5.054 0.490  0.37
26 Cl -5.448 1.846 2.477  -0.27
27 C -3.905 1.001 2.913  0.45
28 H 1.337 3.866 1.101  0.23
29 Cl -2.348 5.763 3.846  -0.24
30 H 2.210 -1.328 2.570  0.32
31 H -3.084 0.671 0.989  0.28
32 N 2.506 -1.188 0.547  -0.32
33 H -0.435 2.959 0.115  0.50
34 H -0.148 -5.507 -4.745  0.34
35 C -0.642 2.134 0.818  -1.30
36 O -1.850 3.373 2.883  -0.78
37 B -1.973 2.448 1.730  1.05
38 C -3.405 4.374 1.513  -0.56
39 H 2.285 -3.822 2.633  0.37
40 C 2.404 -3.291 1.698  -0.50
41 C 1.491 -4.348 -3.980  0.03
42 C 1.574 -2.137 -4.508  -0.16
43 H 1.959 -5.175 -3.455  0.36
44 C 2.364 -1.905 1.664  -0.19
45 H 2.109 -1.199 -4.409  0.36
46 C -2.697 0.975 1.983  -0.62
47 C -0.234 -3.438 -5.340  -0.10

Its net charge is -1. The spin multiplicity is 1. Its total energy is -135366.0333 eV. The value obtained for the molar mass is 497.43 g/mol. The HOMO energy is -5.18 eV. For the orbital gap, the calculation gives 7.382 eV.

=====

Entry 3:
DFT (ωB97M-V with the def2-TZVPD basis set) results for the molecule C6H7Cl2NS.

Last column: Mulliken charge in e.
Element x y z (Å)
1 S -1.536 -1.593 -0.665  -0.04
2 H 1.834 0.847 -1.412  0.34
3 H -3.242 -0.411 0.819  0.28
4 H -4.059 -1.460 -0.467  0.37
5 C -3.249 -0.823 -0.194  -0.89
6 H 1.346 -1.648 -1.275  0.37
7 Cl 1.629 -1.929 0.978  -0.12
8 H -3.488 0.008 -0.847  0.31
9 N -0.641 0.603 0.619  -0.50
10 H 2.406 2.098 0.731  0.34
11 Cl 4.072 0.297 -0.450  -0.24
12 C 0.413 1.442 1.041  -0.62
13 C 1.651 1.339 0.518  -0.28
14 C 1.186 -0.931 -0.353  -0.16
15 C -0.448 -0.455 -0.078  0.51
16 H 0.116 2.266 1.510  0.52
17 C 2.010 0.350 -0.474  -0.18

The SMILES is CSC1=NC=C[C@@H](Cl)[C@H]1Cl. Its net charge is 0. The spin multiplicity is 1. Its total energy is -43703.3546 eV. The value obtained for the molar mass is 196.10 g/mol. The HOMO energy is -8.77 eV. For the orbital gap, the calculation gives 8.415 eV.

=====

Entry 4:
DFT (ωB97M-V with the def2-TZVPD basis set) results for a structure of composition C17H38O14.

Last column: Mulliken charge in e.
Element x y z (Å)
1 H -2.326 0.785 -1.364  0.30
2 H -2.255 3.071 -0.710  0.36
3 H 1.491 -1.056 2.888  0.62
4 C -0.440 -0.143 0.264  -0.62
5 H -4.538 -0.231 1.319  0.33
6 H 0.155 -2.925 2.096  0.39
7 H 3.445 3.209 0.507  0.23
8 H -1.612 -2.709 -2.273  0.27
9 O 2.757 1.278 -1.897  -0.35
10 C -1.872 1.648 -1.850  0.51
11 H -0.649 0.433 1.165  0.52
12 H -4.526 -1.820 2.121  0.36
13 C -4.974 -1.230 1.321  -1.48
14 C 3.724 2.717 3.453  0.54
15 O -3.596 -3.613 -0.916  -0.42
16 H -1.441 -0.854 -0.986  1.46
17 C 0.401 -1.064 2.886  -0.86
18 O 2.776 -2.173 1.584  -0.63
19 O 3.355 3.609 2.525  -0.41
20 H 1.564 0.558 2.380  0.43
21 C -1.275 -1.752 -2.670  -0.88
22 H 2.605 -3.060 -0.258  0.44
23 H -2.955 -1.656 -1.119  0.08
24 O -5.423 -3.201 0.177  -0.35
25 O -0.155 -2.030 1.941  -0.57
26 H -6.015 -1.185 1.641  0.39
27 C -4.822 -1.984 -0.018  0.74
28 C 0.863 2.433 -1.397  -0.58
29 O -1.256 -1.290 0.210  -0.83
30 C 2.735 3.240 -3.148  -1.83
31 H 0.239 2.628 -2.269  0.54
32 O 0.727 1.020 -1.108  -0.18
33 H 3.818 3.357 -3.157  0.44
34 H 2.515 2.744 -4.093  0.42
35 O 4.023 2.963 4.585  -0.57
36 H 1.780 0.456 0.586  0.54
37 C 2.261 0.381 1.561  0.07
38 H -2.728 -2.321 0.504  0.06
39 C 2.086 -2.328 0.361  -0.16
40 C 3.366 1.437 1.599  -0.01
41 H 2.656 -0.634 1.593  -0.89
42 H -5.288 -1.392 -0.805  0.26
43 H -0.190 -1.753 -2.771  0.25
44 H -1.021 -1.886 0.924  0.75
45 O 3.867 1.555 2.918  -0.45
46 H 2.923 3.140 -1.052  -0.51
47 H 0.023 -1.266 3.888  0.55
48 O 2.179 -0.772 -1.126  -0.34
49 C -3.390 -2.309 -0.362  0.24
50 H -0.587 0.535 -0.577  -0.88
51 O -1.677 -0.638 -1.892  -0.80
52 H 1.837 2.993 1.287  0.13
53 H 0.067 -0.033 2.763  0.18
54 C 2.314 2.619 -1.791  0.89
55 H -1.955 1.423 -2.914  0.40
56 H -1.700 -1.650 -3.669  0.29
57 H 1.127 -2.816 0.535  -0.04
58 H 1.837 -1.369 -0.093  -0.26
59 C -4.709 -4.144 -0.386  0.56
60 C 2.913 2.853 1.389  -0.07
61 H -0.805 1.767 -1.665  -0.82
62 H 0.631 -0.348 0.232  0.23
63 H 4.218 1.160 0.977  0.57
64 H 3.587 -1.660 1.590  0.43
65 C 1.918 0.396 -1.373  0.44
66 O -4.988 -5.339 -0.487  -0.62
67 H 0.563 3.178 -0.659  0.37
68 H 2.307 4.229 -3.313  0.40
69 O -2.486 2.817 -1.606  -0.60

Its net charge is 0. The spin multiplicity is 1. Its total energy is -46896.0135 eV. The value obtained for the molar mass is 466.48 g/mol. The HOMO energy is -9.56 eV. For the orbital gap, the calculation gives 9.410 eV.

=====

Entry 5:
DFT (ωB97M-V with the def2-TZVPD basis set) results for a cluster of 2 separate species, C3H8OS2 in total.

Last column: Mulliken charge in e.
Element x y z (Å)
1 S 1.689 1.801 -0.228  -0.17
2 H -1.760 -0.659 1.119  0.25
3 C 1.461 -0.828 -1.054  -0.74
4 H -3.058 -0.499 -0.123  0.29
5 O -1.910 1.140 0.258  -0.46
6 H 1.541 -1.862 -0.819  0.33
7 C 1.671 0.032 -0.107  0.34
8 H -2.004 1.319 1.273  0.33
9 H 1.444 -0.428 -2.086  0.20
10 C -2.001 -0.251 0.163  -0.59
11 S 2.103 -0.424 1.544  -0.22
12 H -1.350 -0.759 -0.507  0.22
13 H 1.270 1.956 -1.494  0.11
14 H 0.904 -0.537 2.060  0.11

The SMILES is C=C(S)S.CO. Its net charge is 0. The spin multiplicity is 1. Its total energy is -26956.7450 eV. The value obtained for the molar mass is 124.23 g/mol. The HOMO energy is -8.87 eV. For the orbital gap, the calculation gives 9.400 eV.

=====

Number 1: lowest unoccupied orbital energy 1.05 eV. Number 2: lowest unoccupied orbital energy 2.20 eV. Number 3: lowest unoccupied orbital energy -0.36 eV. Number 4: lowest unoccupied orbital energy -0.16 eV. Number 5: lowest unoccupied orbital energy 0.53 eV.